{"formula": "CH5NP2", "method": "the ωB97M-V functional and the def2-TZVPD basis", "elements": ["C", "N", "P", "P", "H", "H", "H", "H", "H"], "positions_angstrom": [[-0.049, 0.133, 0.023], [1.182, -0.986, -1.310], [-1.214, 0.862, -1.029], [0.368, -0.105, 1.692], [1.702, -1.542, -0.626], [-0.394, 1.038, -2.133], [-1.189, 2.189, -0.577], [-0.911, -0.093, 2.263], [0.504, -1.495, 1.697]], "orbital_gap_ev": [6.69, 6.44], "total_charge": 0, "molar_mass_g_mol": 93.01, "lumo_energy_ev": [-1.39, -1.44], "relative_energy_kj_mol": 599.07, "homo_energy_ev": [-8.08, -7.88]}